i | Formula: C4H16O4
Source: the OMol25 dataset
Level of theory: wB97M-V/def2-TZVPD

Properties
Charge: 0
Highest occupied orbital energy (eV): -10.098
Kohn-Sham gap (eV): 10.6469

Cartesian coordinates (Å):
C (-0.30602, 1.18799, -1.30268)
O (-0.66700, 1.93254, -2.41096)
H (-1.13300, 1.19899, -0.59271)
H (0.06047, 0.19388, -1.55871)
H (0.56365, 1.63417, -0.82030)
H (-0.04942, 1.59492, -3.06381)
C (2.64438, 4.49526, 2.55455)
O (2.07791, 5.39800, 3.53284)
H (3.64998, 4.82618, 2.29500)
H (2.88307, 3.51741, 2.97281)
H (2.07573, 4.45771, 1.62539)
H (1.59557, 6.08144, 3.06183)
C (-0.79929, -4.52952, 0.80426)
C (-0.62974, -6.02967, 0.66459)
O (-0.27152, -6.51745, -0.59189)
H (-0.76467, -4.26369, 1.86078)
H (-1.80176, -4.26533, 0.46757)
H (0.03696, -3.97687, 0.37606)
H (-1.40895, -6.61228, 1.15604)
H (0.21356, -6.28431, 1.30654)
H (-0.06163, -7.44487, -0.45976)
O (-3.00194, 4.44777, -4.09436)
H (-2.45443, 3.73117, -3.77349)
H (-2.45189, 5.22655, -4.00959)

***

ii | Formula: C4H16O4
Source: the OMol25 dataset
Level of theory: wB97M-V/def2-TZVPD

Properties
Charge: 0
Highest occupied orbital energy (eV): -9.469
Kohn-Sham gap (eV): 9.4809

Cartesian coordinates (Å):
C (-1.51779, 0.21261, 0.51007)
C (-1.04890, -1.02984, 1.11553)
C (-0.58711, -0.95172, 2.37606)
C (-0.67091, -2.22561, 0.21679)
H (-1.96083, 0.32334, -0.46223)
H (-0.81619, 1.06697, 0.56548)
H (-2.34207, 0.78963, 1.03738)
H (0.00113, -1.72884, 2.81706)
H (-0.51038, 0.01349, 2.90219)
H (-1.41595, -3.00256, 0.30756)
H (0.27631, -2.65095, 0.62733)
H (-0.64499, -1.92950, -0.81176)
H (-1.53054, -0.26055, -2.42255)
H (-1.15029, 0.05455, -3.86484)
O (-0.93176, -0.54783, -3.14456)
H (1.69470, 1.61250, 2.81687)
H (2.10499, 1.96853, 1.39365)
O (2.12455, 2.32852, 2.32393)
H (0.91656, 0.81388, -3.00781)
H (1.69359, 2.05249, -2.78077)
O (1.63856, 1.15300, -2.43632)
H (1.56572, 0.89106, -0.80724)
H (1.26674, 0.22071, 0.59923)
O (1.84485, 0.82612, 0.12892)

***

Short version: i is the least stable of them.

***

i | Formula: C4H16O4
Source: the OMol25 dataset
Level of theory: wB97M-V/def2-TZVPD

Properties
Charge: 0
Highest occupied orbital energy (eV): -9.484
Kohn-Sham gap (eV): 9.8666

Cartesian coordinates (Å):
C (-1.11365, 2.14658, 0.31537)
O (-0.30098, 1.35030, -0.54356)
H (-1.24138, 1.66467, 1.28706)
H (-0.57866, 3.07965, 0.51167)
H (-2.04299, 2.44386, -0.16915)
H (-0.88190, 0.73846, -1.01441)
C (2.95628, 0.89300, 1.17485)
O (2.52197, 0.34430, 2.39879)
H (3.91654, 1.37653, 1.34306)
H (3.06668, 0.12502, 0.40215)
H (2.26891, 1.65747, 0.78848)
H (1.69879, -0.13548, 2.23811)
C (-0.68988, -1.75435, 1.27113)
O (0.41318, -0.98130, 0.84958)
H (-1.60189, -1.16131, 1.38265)
H (-0.88859, -2.58890, 0.59261)
H (-0.47159, -2.18388, 2.25363)
H (0.11510, -0.16518, 0.42373)
C (-0.83985, -1.18658, -2.73383)
O (-1.85418, -0.82037, -1.78101)
H (-0.16194, -0.34465, -2.85329)
H (-0.27022, -2.02666, -2.33520)
H (-1.28387, -1.48721, -3.67944)
H (-2.73589, -0.98395, -2.12297)

***

ii | Formula: C4H16O4
Source: the OMol25 dataset
Level of theory: wB97M-V/def2-TZVPD

Properties
Charge: 0
Highest occupied orbital energy (eV): -9.120
Kohn-Sham gap (eV): 9.3379

Cartesian coordinates (Å):
C (-1.08682, -0.23350, 1.69497)
C (-0.54957, -1.49888, 1.03228)
C (0.69243, -1.89000, 1.21732)
C (-1.56978, -2.38400, 0.33360)
H (-0.85574, -0.23700, 2.75499)
H (-2.16089, -0.19079, 1.52499)
H (-0.54866, 0.62216, 1.30676)
H (1.09831, -2.78750, 0.74729)
H (1.50188, -1.29305, 1.63829)
H (-2.59356, -2.08707, 0.51702)
H (-1.31975, -3.40796, 0.58458)
H (-1.42057, -2.36948, -0.75207)
H (-1.61090, 2.37824, -1.35016)
H (-2.49645, 2.74229, -0.19664)
O (-2.13051, 1.97059, -0.64767)
H (2.28758, 1.80988, -2.45188)
H (1.51128, 3.24134, -1.96647)
O (2.02387, 2.44604, -1.78496)
H (-0.79189, 0.56225, -1.75748)
H (-0.18504, -0.71541, -1.29960)
O (-0.05559, -0.02432, -1.96299)
H (3.85388, 0.46461, 0.19766)
H (2.99845, 1.69785, -0.04720)
O (3.40803, 1.18372, 0.66736)

***

Short version: i is the least stable of them.

***

i | Formula: C4H16O4
Source: the OMol25 dataset
Level of theory: wB97M-V/def2-TZVPD

Properties
Charge: 0
Highest occupied orbital energy (eV): -9.604
Kohn-Sham gap (eV): 10.1067

Cartesian coordinates (Å):
C (26.81191, 12.61565, -3.68870)
O (27.77289, 11.63484, -3.40172)
H (26.07284, 12.16892, -4.35375)
H (26.25711, 13.03629, -2.85003)
H (27.32124, 13.32115, -4.34517)
H (28.55845, 11.83704, -3.91515)
C (31.14819, 10.96372, -4.16616)
O (30.14835, 11.68022, -4.85541)
H (31.03638, 11.06607, -3.08675)
H (31.12271, 9.91868, -4.47496)
H (32.06686, 11.46206, -4.47567)
H (30.60653, 12.18270, -5.53305)
C (22.86527, 13.39644, -6.39050)
O (23.50072, 13.76367, -7.55483)
H (22.10786, 14.12457, -6.10025)
H (22.42276, 12.40050, -6.41059)
H (23.67015, 13.35697, -5.65654)
H (22.85412, 14.34667, -7.95933)
C (27.39137, 8.32730, -4.79463)
O (27.10402, 8.56955, -3.44918)
H (27.31167, 9.31135, -5.25658)
H (28.42051, 8.00470, -4.95237)
H (26.69948, 7.59142, -5.20435)
H (27.56945, 9.39529, -3.29706)

***

ii | Formula: C4H16O4
Source: the OMol25 dataset
Level of theory: wB97M-V/def2-TZVPD

Properties
Charge: 0
Highest occupied orbital energy (eV): -9.694
Kohn-Sham gap (eV): 10.3037

Cartesian coordinates (Å):
C (0.27719, 1.14428, 2.99222)
O (-0.31165, 1.07470, 1.69466)
H (0.61602, 2.16157, 3.21623)
H (-0.42193, 0.84532, 3.77416)
H (1.14376, 0.49050, 3.02404)
H (-1.25089, 1.26499, 1.78114)
C (-3.18147, -2.49806, -1.61104)
O (-3.39141, -1.10169, -1.41756)
H (-3.10844, -2.74737, -2.67525)
H (-2.29622, -2.84318, -1.07802)
H (-4.05315, -3.02751, -1.22255)
H (-2.52849, -0.68588, -1.30839)
C (2.86298, 1.18177, 0.51347)
O (3.99229, 1.25522, -0.32753)
H (1.98811, 0.79127, -0.02138)
H (3.05559, 0.49539, 1.34327)
H (2.56372, 2.14369, 0.93623)
H (4.23421, 2.17333, -0.45974)
C (0.06493, -0.52554, -1.82908)
O (-0.81614, 0.02645, -0.85889)
H (0.52558, -1.45368, -1.47601)
H (-0.52414, -0.75949, -2.71532)
H (0.85290, 0.17228, -2.12554)
H (-0.29333, 0.42163, -0.14911)

***

Short version: i is the least stable of them.

***

i | Formula: C3H4N4
Source: the OMol25 dataset
Level of theory: wB97M-V/def2-TZVPD

Properties
Charge: 0
Highest occupied orbital energy (eV): -8.155
Kohn-Sham gap (eV): 9.1605

Cartesian coordinates (Å):
C (-1.19582, -0.41400, -0.90238)
C (0.28477, 0.73919, 0.05107)
C (-0.16299, -0.59776, 0.27456)
H (-1.11873, -1.00762, -1.85717)
H (-2.25485, -0.43814, -0.54193)
H (-0.38481, 1.42997, -1.81736)
H (2.20881, -0.24445, 2.10685)
N (-0.58258, 0.95834, -0.94066)
N (1.23059, 1.00049, 0.97683)
N (1.39087, -0.20183, 1.50239)
N (0.58473, -1.22417, 1.14782)

***

ii | Formula: C3H4N4
Source: the OMol25 dataset
Level of theory: wB97M-V/def2-TZVPD

Properties
Charge: 0
Highest occupied orbital energy (alpha / beta) (eV): -10.150 / -10.150
Kohn-Sham gap (alpha / beta) (eV): 8.2320 / 8.2314

Cartesian coordinates (Å):
C (-0.58910, -1.72889, -0.15913)
C (1.09261, -1.08958, -1.53443)
C (-0.53296, 1.24738, 0.71196)
N (-1.39544, -2.42122, 0.30139)
N (1.86764, -0.94516, -2.36177)
N (0.61774, 0.49952, 0.64403)
N (0.32350, -0.90655, -0.50438)
H (-1.32259, 0.77324, 1.28072)
H (-0.42414, 2.15762, 1.29115)
H (-1.11329, 1.44872, -0.22517)
H (1.47603, 0.96492, 0.55562)

***

iii | Formula: C3H4N4
Source: the OMol25 dataset
Level of theory: wB97M-V/def2-TZVPD

Properties
Charge: 0
Highest occupied orbital energy (eV): -10.100
Kohn-Sham gap (eV): 9.2283

Cartesian coordinates (Å):
C (-1.72175, -0.27042, -0.19641)
C (0.62094, -0.29243, -0.00651)
C (1.39065, 0.74213, 0.73550)
H (-0.95570, 0.13922, -2.08233)
H (-2.84828, -0.37401, 0.19566)
H (-0.50648, -0.82240, 1.88872)
H (0.18745, -1.82914, -1.17620)
N (-1.83793, 0.11413, -1.46811)
N (-0.65312, -0.49123, 0.70110)
N (0.97528, -0.70336, -1.22009)
N (1.85635, 1.33912, 1.69833)

***

Short version: iii is the least stable of them.

***

i | Formula: C3HO3S
Source: the OMol25 dataset
Level of theory: wB97M-V/def2-TZVPD

Properties
Charge: -1
Highest occupied orbital energy (eV): -3.231
Kohn-Sham gap (eV): 7.0258

Cartesian coordinates (Å):
C (1.29264, -1.53239, 0.48333)
C (-1.50623, 1.50488, 0.05954)
C (0.87442, -0.74171, -0.42954)
O (-1.62085, 2.63985, 0.39401)
O (1.82270, -2.23451, 1.25662)
O (-1.88762, 0.41464, -0.21291)
S (0.80989, 1.08442, -0.19949)
H (0.21504, -1.13518, -1.35156)

***

ii | Formula: C3HO3S
Source: the OMol25 dataset
Level of theory: wB97M-V/def2-TZVPD

Properties
Charge: -1
Highest occupied orbital energy (eV): -4.306
Kohn-Sham gap (eV): 7.9705

Cartesian coordinates (Å):
C (2.41010, 0.34642, 0.72748)
C (-1.57963, -0.06391, 0.10491)
C (-0.14491, -0.00349, -0.14016)
O (-2.18733, 0.08373, 1.13964)
O (2.49304, -0.69722, 0.24400)
O (-1.84694, -0.28416, -1.12054)
S (0.60880, 1.50198, -0.33682)
H (0.24688, -0.88335, -0.61850)

***

Short version: ii is the least stable of them.

***

i | Formula: C4H6S2
Source: the OMol25 dataset
Level of theory: wB97M-V/def2-TZVPD

Properties
Charge: 0
Highest occupied orbital energy (eV): -7.888
Kohn-Sham gap (eV): 8.5810

Cartesian coordinates (Å):
C (0.95495, 0.92202, 0.87846)
C (0.24589, -1.20752, 0.08078)
C (-0.94518, -0.63668, -0.85626)
C (-0.88447, 0.75966, -1.10661)
H (1.69273, 1.61835, 1.52590)
H (0.01020, 0.52053, 1.40715)
H (0.42588, -2.55074, 0.00808)
H (0.00050, -0.77407, 1.38755)
H (-1.78790, -1.29360, -1.05099)
H (-1.59463, 1.02615, -2.04937)
S (1.95576, -0.37165, 0.04672)
S (-0.07372, 1.98754, -0.27139)

***

ii | Formula: C4H6S2
Source: the OMol25 dataset
Level of theory: wB97M-V/def2-TZVPD

Properties
Charge: 0
Highest occupied orbital energy (eV): -9.177
Kohn-Sham gap (eV): 9.8645

Cartesian coordinates (Å):
C (-1.53658, -1.21757, 1.41718)
C (-0.66490, -0.68701, 0.77866)
C (-0.26584, 0.72806, -1.42201)
C (0.36121, 0.06036, -0.15468)
S (1.45519, -1.32927, -0.62380)
S (1.13358, 1.33322, 0.94662)
H (-2.48920, -1.26735, 1.82779)
H (-0.73828, 1.71265, -1.22787)
H (0.66949, 0.92081, -1.93867)
H (-1.01954, 0.09254, -1.89544)
H (2.53135, -1.16190, 0.21366)
H (0.56352, 0.81545, 2.07857)

***

Short version: i is the least stable of them.